[1]
Molecular formula: C40H43AsI2N6OS3Ti
Method: DFT, the ωB97M-V functional and the def2-TZVPD basis

Geometry as XYZ:
```
97
Properties=species:S:1:pos:R:3:lowdin_spin:R:1
Ti 0.261 -0.192 0.781 1.444
I -5.740 0.200 5.628 0.001
C -3.940 -0.043 4.594 0.007
C -2.863 -0.652 5.217 0.000
C -1.686 -0.805 4.505 0.005
I -0.055 -1.753 5.403 0.001
C -1.527 -0.371 3.169 0.006
O -0.375 -0.543 2.553 0.018
C -2.663 0.211 2.556 0.007
C -2.650 0.648 1.099 0.010
N -1.783 -0.220 0.268 0.017
C -2.238 -1.625 0.258 0.017
C -1.092 -2.562 -0.025 0.087
C -1.294 -3.890 -0.315 -0.002
C -0.203 -4.745 -0.470 0.119
C 1.073 -4.196 -0.381 -0.002
C 1.222 -2.853 -0.128 0.100
N 0.159 -2.020 0.092 0.048
C -3.841 0.372 3.279 0.000
H -2.935 -1.007 6.236 0.000
H -3.676 0.639 0.726 0.001
H -2.279 1.663 1.022 0.002
H -1.740 0.101 -0.703 0.003
H -2.631 -1.851 1.246 0.004
H -3.038 -1.787 -0.465 0.002
H -2.307 -4.262 -0.413 -0.002
H -0.348 -5.800 -0.661 0.008
H 1.954 -4.809 -0.521 -0.003
H 2.197 -2.392 -0.121 0.007
H -4.695 0.830 2.790 0.000
S 1.877 0.556 -0.935 0.016
C 3.232 1.424 -0.166 0.004
C 4.445 1.524 -0.868 0.000
C 5.528 2.214 -0.342 0.000
C 5.433 2.837 0.898 0.000
C 4.246 2.749 1.603 0.000
C 3.148 2.068 1.081 -0.001
As 1.564 1.679 2.151 0.021
C 1.408 3.186 3.344 0.007
C 0.818 2.976 4.588 0.001
C 0.463 4.056 5.386 0.000
C 0.670 5.352 4.933 0.000
C 1.243 5.566 3.686 0.000
C 1.618 4.484 2.898 0.001
C 2.577 0.397 3.234 0.002
C 3.332 0.712 4.354 0.000
C 4.135 -0.256 4.947 0.000
C 4.210 -1.534 4.408 0.000
C 3.468 -1.854 3.277 0.000
C 2.658 -0.891 2.702 0.005
H 4.521 1.030 -1.830 0.000
H 6.460 2.249 -0.896 0.000
H 6.280 3.367 1.314 0.000
H 4.163 3.214 2.579 0.000
H 0.632 1.965 4.932 0.000
H 0.018 3.884 6.357 0.000
H 0.375 6.196 5.546 0.000
H 1.400 6.575 3.324 0.000
H 2.089 4.651 1.936 0.000
H 3.295 1.710 4.772 0.000
H 4.711 -0.008 5.831 0.000
H 4.847 -2.281 4.865 0.000
H 3.515 -2.849 2.849 0.000
H 2.058 -1.159 1.835 0.005
C -4.163 0.406 -4.868 0.000
C -3.629 0.615 -3.456 0.000
N -2.405 1.410 -3.450 0.001
C -1.153 0.919 -3.312 0.002
S -0.771 -0.657 -2.823 0.007
N -0.143 1.772 -3.563 0.000
C -0.272 3.190 -3.856 0.000
C -0.611 3.479 -5.318 0.000
H -5.048 -0.235 -4.843 0.000
H -3.404 -0.082 -5.483 0.000
H -4.440 1.354 -5.337 0.000
H -3.378 -0.344 -3.016 0.000
H -4.371 1.109 -2.829 0.000
H -2.494 2.353 -3.788 0.000
H 0.753 1.410 -3.271 0.000
H 0.682 3.654 -3.609 0.000
H -1.017 3.634 -3.189 0.000
H 0.199 3.157 -5.974 0.000
H -0.768 4.551 -5.461 0.000
H -1.518 2.957 -5.635 0.000
C -0.979 5.987 0.695 0.000
N 0.222 5.494 0.041 0.002
C 1.424 6.189 -0.094 0.000
C 2.318 5.343 -0.631 0.001
N 1.655 4.142 -0.821 0.001
C 0.372 4.212 -0.401 0.003
S -0.785 2.995 -0.501 0.011
H -0.975 7.075 0.666 0.000
H -1.014 5.646 1.729 0.000
H -1.848 5.600 0.175 0.000
H 1.523 7.221 0.206 0.000
H 3.356 5.482 -0.884 0.000
H 2.071 3.263 -1.102 0.000
```

E_tot	-6829.12133	Eh
highest occupied orbital energy (alpha / beta)	-4.9621 / -7.2947	eV
<S²>	2.025
gap between HOMO and LUMO (alpha / beta)	5.33 / 7.66	eV
largest force on an atom	2.08	eV Å⁻¹
energy relative to the best compared isomer or geometry (same formula, charge and spin)	24.3	kcal per mole
charge	0
2S+1	3

=====

[2]
Molecular formula: C40H44B2Cl2F8IN6O12S2
Method: DFT, the ωB97M-V functional and the def2-TZVPD basis

Geometry as XYZ:
```
117
Properties=species:S:1:pos:R:3:lowdin_charge:R:1
C -2.034 3.301 4.189 -0.160
C -2.327 3.275 2.687 -0.527
S -1.529 4.748 1.971 0.874
C -1.345 4.376 0.216 -0.419
C -0.151 3.652 -0.423 -0.246
N -0.284 2.115 -0.537 -0.004
S -1.102 1.725 -2.066 0.816
O -0.280 1.991 -3.188 -0.186
O -1.619 0.407 -1.996 -0.200
C -2.662 2.776 -2.312 -0.591
F -3.078 2.289 -3.500 0.162
F -3.603 2.530 -1.387 0.156
F -2.414 4.078 -2.445 0.172
C 0.993 1.389 -0.182 -0.213
B 0.750 0.419 1.112 -0.879
N 1.793 -0.391 1.632 0.222
O -0.528 0.240 1.587 0.075
C 1.453 0.318 -1.226 -0.310
C 0.730 -1.025 -1.205 -0.003
F 2.775 0.014 -0.981 0.022
C 1.956 2.602 0.170 -0.326
I 1.301 2.854 2.342 1.425
C 3.475 2.389 0.357 -0.644
Cl 4.254 2.336 1.946 0.615
C 4.345 2.223 -0.660 -0.727
C 4.002 2.150 -2.102 -0.097
Cl 6.027 2.029 -0.420 0.766
C 1.363 4.012 -0.284 -0.197
B 1.760 5.276 0.657 -0.622
C 3.166 5.520 1.335 -0.017
O 0.839 6.268 0.757 0.138
C 1.834 4.505 -1.672 -0.393
F 1.682 3.556 -2.633 0.092
F 3.158 4.789 -1.615 0.125
C 1.181 5.790 -2.266 -0.269
F -0.076 6.020 -1.831 0.100
F 1.934 6.875 -2.026 0.127
H -1.063 3.770 4.332 0.031
H -1.980 2.304 4.601 0.079
H -2.744 3.928 4.708 0.077
H -3.393 3.391 2.543 0.059
H -1.981 2.353 2.232 0.045
H -1.584 5.274 -0.323 0.079
H -2.205 3.727 0.026 0.063
H -0.295 3.915 -1.469 0.096
H -1.034 1.933 0.158 0.147
H 2.729 -0.021 1.540 0.066
H 1.601 -0.644 2.588 0.109
H -0.881 -0.658 1.381 0.063
H 1.459 0.688 -2.246 0.123
H 0.787 -1.431 -2.208 0.104
H 1.259 -1.727 -0.580 0.097
H -0.317 -1.028 -0.928 0.062
H 4.645 1.391 -2.537 0.059
H 4.249 3.057 -2.632 0.095
H 2.997 1.839 -2.305 0.055
H 4.005 5.281 0.688 0.072
H 3.268 6.570 1.594 0.079
H 3.307 4.966 2.255 0.016
H 0.977 6.710 1.598 0.127
H 1.150 5.664 -3.346 0.180
C 10.955 -1.344 -2.238 -0.063
C 10.175 -2.226 -1.501 -0.060
C 8.795 -2.117 -1.524 -0.002
C 8.218 -1.124 -2.292 -0.151
C 8.977 -0.233 -3.028 -0.002
C 10.357 -0.348 -2.997 -0.060
N 6.754 -1.018 -2.336 -0.351
O 6.108 -1.793 -1.666 0.082
O 6.271 -0.154 -3.040 0.043
H 12.033 -1.435 -2.222 0.110
H 10.643 -3.000 -0.910 0.110
H 8.185 -2.800 -0.953 0.120
H 8.507 0.538 -3.618 0.120
H 10.965 0.339 -3.568 0.111
C -5.202 -5.397 0.206 -0.047
C -4.032 -5.559 0.936 -0.053
C -3.185 -4.485 1.136 0.010
C -3.533 -3.256 0.599 -0.146
C -4.692 -3.076 -0.136 0.005
C -5.529 -4.159 -0.332 -0.047
N -2.658 -2.114 0.823 -0.310
O -1.625 -2.286 1.462 0.067
O -2.976 -1.032 0.387 0.078
H -5.862 -6.241 0.055 0.118
H -3.782 -6.526 1.351 0.113
H -2.274 -4.607 1.703 0.123
H -4.943 -2.111 -0.550 0.119
H -6.438 -4.038 -0.903 0.115
C -6.924 2.176 0.890 -0.072
C -5.893 1.541 1.571 -0.077
C -5.961 1.386 2.945 -0.011
C -7.066 1.870 3.618 -0.144
C -8.099 2.508 2.960 0.005
C -8.024 2.661 1.585 -0.058
N -7.145 1.688 5.077 -0.357
O -6.210 1.144 5.623 0.079
O -8.136 2.094 5.638 0.094
H -6.871 2.294 -0.184 0.105
H -5.036 1.162 1.028 0.093
H -5.164 0.892 3.480 0.118
H -8.953 2.881 3.505 0.123
H -8.825 3.156 1.056 0.111
C 0.796 -9.038 -0.416 -0.067
C -0.059 -9.896 0.260 -0.060
C -1.429 -9.788 0.090 -0.001
C -1.920 -8.818 -0.763 -0.154
C -1.085 -7.950 -1.441 -0.007
C 0.283 -8.064 -1.263 -0.065
N -3.373 -8.714 -0.962 -0.358
O -4.084 -9.470 -0.338 0.081
O -3.777 -7.871 -1.736 0.068
H 1.866 -9.129 -0.286 0.109
H 0.342 -10.654 0.919 0.111
H -2.098 -10.454 0.614 0.121
H -1.490 -7.198 -2.101 0.118
H 0.951 -7.395 -1.788 0.108
```

E_tot	-5644.54402	Eh
highest occupied orbital energy	-10.8150	eV
gap between HOMO and LUMO	7.50	eV
largest force on an atom	3.10	eV Å⁻¹
charge	+1